A structure of composition C24H33NO3V at a distorted geometry. Source: OMol25; level of theory: ωB97M-V with the def2-TZVPD basis set.

Atoms and positions in Å:
O 1.2389 -3.8059 -3.0412
C 1.3550 -5.1509 -2.4531
C 1.5698 -5.9377 -3.7276
H 0.4363 -5.4760 -1.9507
H 2.2229 -5.1767 -1.7857
C 1.4323 -4.5229 -4.3246
H 0.7695 -6.6478 -3.9806
H 2.5722 -6.3783 -3.7885
C 0.2461 -4.3711 -5.2484
H -0.6869 -4.7190 -4.7954
H 0.3941 -4.9479 -6.1717
H 0.1719 -3.3195 -5.5336
C 2.7022 -4.1467 -5.0587
H 3.5904 -4.3210 -4.4400
H 2.6457 -3.0822 -5.3066
H 2.7854 -4.7419 -5.9897
V 0.7253 -0.6657 -1.1671
C 2.0414 1.0144 -0.4092
C 1.8813 0.1675 0.7176
C 2.5782 -1.0546 0.4649
H 1.4355 0.4798 1.6464
C 3.1292 -0.9788 -0.8572
C 2.8153 0.3032 -1.3960
H 3.1665 0.6811 -2.3476
H 1.7087 2.0470 -0.4597
H 2.8048 -1.8239 1.2013
H 3.8140 -1.7086 -1.2814
C -0.6345 1.0613 -1.7417
C 0.4487 0.9917 -2.6707
C 0.3547 -0.2378 -3.3876
H 1.1702 1.7821 -2.8769
C -0.8687 -0.8800 -2.9945
C -1.4654 -0.0851 -1.9572
H -2.4615 -0.2584 -1.5444
H -0.8240 1.8605 -1.0171
H 1.0478 -0.6023 -4.1413
H -1.3264 -1.7436 -3.4836
O -2.0095 -5.3473 -0.2705
C -1.4735 -3.9791 -0.3824
C -0.1279 -3.9525 0.3948
H -2.1723 -3.1717 -0.0472
H -1.3013 -3.8043 -1.4833
C 0.0658 -5.3809 0.9891
H -0.0085 -3.1297 1.1229
H 0.5922 -3.8147 -0.4407
C -0.9066 -6.2131 0.1440
H -0.2353 -5.4412 2.0566
H 1.1135 -5.7440 0.9103
H -1.3279 -7.0643 0.7005
H -0.3356 -6.5809 -0.7507
O -0.4241 -0.7128 0.3107
N -1.4157 -0.1634 1.1156
C -1.2634 1.0848 1.6302
C -2.2494 1.6057 2.4642
C -3.3716 0.8365 2.7767
C -3.5166 -0.4341 2.2205
C -2.5054 -0.9375 1.4110
H -0.3571 1.6537 1.4060
H -2.1251 2.6053 2.8694
H -4.1353 1.2081 3.4562
H -4.3610 -1.1044 2.4003
H -2.4903 -1.9466 1.0105

Forces on atoms 1 to 2 (eV/Å):
O 0.31 -2.29 -0.96
C -0.14 -0.12 1.65

2S+1 = 4
F_max = 0.062 hartree/bohr
Energy above the lowest of the compared OMol25 structures with the same formula, charge and spin = 21.2 kcal per mole
Total energy = -58737.009 eV
E_LUMO (alpha / beta) = 0.5 / 0.5 eV
Net charge = 0

Löwdin atomic charge list, values in e, 2 entries: atom 1 (O): -0.09, atom 2 (C): -0.18